1.
Molecular formula: C41H42CoP2
Method: DFT, ωB97M-V/def2-TZVPD

Geometry as XYZ:
```
86
Properties=species:S:1:pos:R:3:mulliken_spin:R:1
Co 0.17480 0.09869 3.96744 2.67
C -2.01693 -0.24538 4.99741 0.08
C -2.09671 -0.33456 3.61503 0.02
C -2.59999 0.73681 2.69757 -0.01
C -1.55124 1.74958 2.17683 0.05
C -0.47421 2.09690 3.15637 0.00
C -0.66620 2.30999 4.50696 0.07
C -1.96787 2.29622 5.23069 -0.01
C -2.37242 0.92556 5.83794 -0.01
C 1.59078 -0.97598 3.17724 0.02
H -1.87045 -1.17575 5.55416 0.01
H -2.09709 -1.34892 3.21232 -0.02
H -3.43566 1.29765 3.14989 0.00
H -3.01445 0.23672 1.80613 0.00
H -1.06507 1.34878 1.27018 0.00
H -2.10892 2.64088 1.83041 0.00
H 0.47607 2.42178 2.71619 -0.01
H 0.17152 2.73159 5.06708 0.00
H -2.79714 2.65724 4.59851 0.00
H -1.90410 2.99809 6.07969 0.00
H -1.86879 0.79976 6.80701 0.00
H -3.45486 0.96528 6.06398 0.00
H 1.79324 -1.80531 3.87857 0.00
H 2.49694 -0.34586 3.09946 0.00
H 1.30121 -1.35959 2.18803 0.02
P -0.20833 -1.78258 -3.24261 0.00
P 1.54713 0.55856 -3.62918 0.00
C -1.01430 -0.28218 -3.83443 0.00
C -0.17860 0.75019 -4.13128 0.00
C -0.80409 -3.02150 -4.47542 0.00
C -1.89328 -2.79342 -5.32421 0.00
C -2.25145 -3.75493 -6.27852 0.00
C -1.49906 -4.92858 -6.39779 0.00
C -0.41129 -5.16061 -5.54963 0.00
C -0.05647 -4.21128 -4.59745 0.00
C -1.20810 -2.15096 -1.77298 0.00
C -0.83137 -1.36965 -0.66728 0.00
C -1.46729 -1.56991 0.54388 -0.03
C -2.49243 -2.51714 0.66794 0.01
C -2.86617 -3.28194 -0.44446 0.00
C -2.21238 -3.11985 -1.66948 0.00
C 2.32628 1.11261 -5.24969 0.00
C 2.19018 0.25921 -6.36243 0.00
C 2.74745 0.60450 -7.59562 0.00
C 3.46622 1.80203 -7.72758 0.00
C 3.61306 2.64899 -6.62592 0.00
C 3.04959 2.30650 -5.39228 0.00
C 1.80237 2.02630 -2.58737 0.00
C 3.02963 2.09608 -1.89859 0.00
C 3.30250 3.19845 -1.09452 0.00
C 2.35745 4.22516 -0.95811 0.00
C 1.13258 4.13567 -1.62588 0.00
C 0.84168 3.03111 -2.43188 0.00
H -2.10475 -0.25892 -3.91379 0.00
H -0.45796 1.65601 -4.68360 0.00
H -2.46004 -1.86399 -5.25932 0.00
H -3.10786 -3.57141 -6.92518 0.00
H -1.76262 -5.66053 -7.16003 0.00
H 0.16873 -6.08218 -5.63680 0.00
H 0.80293 -4.36569 -3.94579 0.00
H -0.03130 -0.62566 -0.76346 0.00
H -1.13178 -0.99379 1.40581 0.04
H -2.98829 -2.65470 1.62925 0.00
H -3.66058 -4.02035 -0.34542 0.00
H -2.47419 -3.74470 -2.52772 0.00
H 1.64521 -0.68556 -6.25607 0.00
H 2.63038 -0.06149 -8.45363 0.00
H 3.91341 2.06469 -8.68667 0.00
H 4.17499 3.58024 -6.71981 0.00
H 3.17519 2.96967 -4.53799 0.00
H 3.75888 1.29168 -2.01019 0.00
H 4.25865 3.26195 -0.57602 0.00
H 2.57859 5.09398 -0.33366 0.00
H 0.39441 4.93104 -1.52782 0.00
H -0.12044 2.96211 -2.94097 0.00
C 0.99875 -0.39284 8.79739 0.01
C 0.73202 -1.48824 7.97083 0.00
C 0.61628 -1.31062 6.57176 -0.01
C 0.72396 -0.03887 6.01283 0.11
C 1.07256 1.03517 6.82417 -0.02
C 1.18573 0.87188 8.22505 0.00
H 1.06611 -0.52033 9.87916 0.00
H 0.60968 -2.48790 8.38983 0.00
H 0.44198 -2.17117 5.92034 0.01
H 1.27760 2.01204 6.39194 0.01
H 1.41987 1.73747 8.85331 0.00
```

Calculated values
Largest force on an atom   0.043 hartree/bohr
Relative energy (zero: lowest compared OMol25 entry of this formula, charge and spin)   0.0 kJ/mol
Total charge   0
Electronic energy   -99398.0933 eV
HOMO (alpha / beta)   -7.0 / -7.4 eV
Multiplicity   4
⟨S²⟩   3.77

2.
Molecular formula: C41H42P2SeTi
Method: DFT, ωB97M-V/def2-TZVPD

Geometry as XYZ:
```
87
Properties=species:S:1:pos:R:3:mulliken_spin:R:1
Ti -0.45472 0.66836 1.69619 1.79
C 2.14964 -1.63030 -3.07367 0.00
C 2.85943 -0.52509 -2.81693 0.00
C 3.05056 0.61139 -3.78196 0.00
C 1.84840 1.00808 -4.69205 0.00
C 0.43307 0.72225 -4.27263 0.00
C -0.21280 -0.43459 -4.48031 0.00
C 0.40085 -1.69350 -5.00095 0.00
C 1.81325 -2.03926 -4.48207 0.00
C -2.45845 1.06076 2.35621 -0.03
H 1.86225 -2.33067 -2.27857 0.00
H 3.45798 -0.44088 -1.90386 0.00
H 3.89166 0.39602 -4.47236 0.00
H 3.36704 1.50033 -3.20761 0.00
H 1.90200 2.10258 -4.80813 0.00
H 2.02993 0.58467 -5.69185 0.00
H -0.13256 1.61454 -3.96021 0.00
H -1.30265 -0.47646 -4.46730 0.00
H 0.47077 -1.64285 -6.10484 0.00
H -0.27824 -2.53201 -4.78260 0.00
H 1.94247 -3.13034 -4.55879 0.00
H 2.54275 -1.58444 -5.16956 0.00
H -2.85876 0.10039 2.71468 0.00
H -3.17060 1.54636 1.67662 0.02
H -2.29546 1.71415 3.23151 -0.02
P 1.59793 -0.24692 0.68389 0.05
P -1.66885 0.65235 -0.33899 0.12
C 1.16366 0.61879 -0.80966 0.06
C -0.12514 0.78970 -1.23478 -0.06
C 3.05011 0.61835 1.36239 -0.09
C 3.97860 1.25858 0.53165 0.03
C 5.02067 1.99036 1.10211 -0.01
C 5.10460 2.13092 2.49258 0.01
C 4.15478 1.52107 3.32038 0.00
C 3.14320 0.74242 2.75934 0.05
C 2.00910 -1.99845 0.46802 -0.01
C 0.97428 -2.89630 0.14601 0.01
C 1.20756 -4.26893 0.20829 0.01
C 2.47208 -4.76023 0.55108 0.00
C 3.51086 -3.86410 0.82249 0.00
C 3.28448 -2.48914 0.78447 -0.01
C -2.36156 2.34800 -0.59382 -0.05
C -1.70951 3.42793 0.02612 0.00
C -2.38527 4.63926 0.19866 0.01
C -3.66698 4.80153 -0.33830 0.00
C -4.26324 3.76646 -1.07166 0.00
C -3.61154 2.53927 -1.20898 0.00
C -2.87877 -0.52670 -0.97310 0.06
C -3.71341 -1.31788 -0.15917 0.00
C -4.58205 -2.22940 -0.76150 0.00
C -4.53651 -2.42719 -2.14744 0.00
C -3.68848 -1.65306 -2.94531 0.00
C -2.92637 -0.64917 -2.36216 -0.03
H 1.97495 1.14058 -1.33630 0.00
H -0.29107 1.32327 -2.16507 0.00
H 3.88352 1.18303 -0.55133 0.01
H 5.76894 2.44555 0.45407 0.00
H 5.92161 2.70332 2.93190 0.00
H 4.21249 1.63832 4.40463 0.00
H 2.40090 0.23998 3.39104 -0.01
H -0.01507 -2.51575 -0.11937 0.01
H 0.40324 -4.96814 -0.02023 0.00
H 2.65791 -5.83543 0.59966 0.00
H 4.50870 -4.22807 1.06667 0.00
H 4.07514 -1.77587 1.01251 0.00
H -0.69635 3.31746 0.43214 0.01
H -1.91291 5.44923 0.75965 0.00
H -4.21383 5.73077 -0.17834 0.00
H -5.24462 3.90338 -1.53229 0.00
H -4.06728 1.72042 -1.76482 0.00
H -3.69397 -1.20282 0.92621 0.00
H -5.28740 -2.79455 -0.14702 0.00
H -5.16178 -3.19050 -2.60566 0.00
H -3.61533 -1.82070 -4.01799 0.00
H -2.35829 0.05287 -2.96887 -0.01
Se -0.34287 -1.11197 3.23460 0.01
C -0.98945 -0.42392 4.98373 0.00
C -1.93367 -1.23049 5.63409 0.00
C -2.53889 -0.77572 6.80603 0.00
C -2.17309 0.46297 7.35633 0.00
C -1.20908 1.25236 6.71619 0.02
C -0.58732 0.79530 5.54226 0.04
H -2.19742 -2.19639 5.20573 0.00
H -3.29617 -1.39331 7.29253 0.00
H -2.63892 0.80696 8.28343 0.00
H -0.94209 2.22331 7.14041 0.00
H 0.18742 1.38751 5.05192 -0.02
```

Calculated values
Largest force on an atom   0.056 hartree/bohr
Total charge   0
Electronic energy   -150231.7375 eV
HOMO (alpha / beta)   -5.6 / -6.7 eV
Multiplicity   3
⟨S²⟩   2.01

- Which value of multiplicity does entry 2 give?
  3

- What is the formula in the second record?
  C41H42P2SeTi